## w
Density functional theory data (ωB97M-V/def2-TZVPD) for C6H3NO in the gas phase.

Each line ends with the Mulliken charge.
Element x y z (Å)
C  0.921  0.582  0.378  0.671
C  0.833  1.645  -0.607  -0.421
C  -0.239  1.279  -1.330  -0.140
C  -0.301  -0.455  0.029  0.350
C  -0.662  -1.638  0.745  -0.433
C  -0.943  -2.714  1.289  -0.044
H  1.378  2.766  -0.284  0.257
H  -0.633  1.911  -2.118  0.404
H  -1.514  -3.587  2.012  0.324
N  -0.715  -0.019  -1.134  -0.489
O  1.876  0.229  1.020  -0.478

SMILES: C#CC1=NC=CC1=O
Gap between HOMO and LUMO, hartree: 0.298
Spin multiplicity: 1

***

## x
Density functional theory data (ωB97M-V/def2-TZVPD) for C6H3NO in the gas phase.

Each line ends with the Mulliken charge.
Element x y z (Å)
C  -0.246  -1.540  0.400  0.599
C  0.765  -1.335  -0.683  -0.137
C  0.206  0.679  -0.179  0.292
C  -0.445  -0.102  0.800  -0.523
C  0.139  2.131  -0.058  -0.306
C  -0.226  3.340  0.093  -0.288
H  1.214  -2.097  -1.396  0.374
H  -1.019  0.136  1.595  0.487
H  -0.255  4.306  0.151  0.503
N  0.986  -0.132  -1.000  -0.496
O  -1.001  -2.558  0.551  -0.505

SMILES: C#CC1=CC(=O)C=N1
Gap between HOMO and LUMO, hartree: 0.268
Spin multiplicity: 1

***

Result of the stability comparison: w is the least stable of them.

***

## w
Density functional theory data (ωB97M-V/def2-TZVPD) for C7H7N5 in the gas phase.

Each line ends with the Mulliken charge.
Element x y z (Å)
C  2.917  -0.871  -0.170  0.097
C  0.405  1.382  -1.460  0.034
C  1.732  1.575  0.563  0.020
C  -0.966  0.862  1.091  -0.348
C  2.060  -0.187  -1.149  -0.544
C  -0.010  -0.225  0.539  -0.335
C  1.038  0.715  -0.362  0.911
N  3.424  -1.283  0.790  -0.441
N  -0.094  1.801  -2.385  -0.506
N  2.360  2.117  1.320  -0.462
N  -0.487  2.034  1.265  -0.440
N  -0.548  -1.376  -0.063  -0.528
H  -1.945  0.451  1.315  0.366
H  2.693  0.466  -1.860  0.425
H  1.346  -0.860  -1.837  0.391
H  0.565  -0.426  1.426  0.446
H  -1.246  2.708  1.590  0.254
H  -1.242  -1.603  0.724  0.381
H  -1.043  -1.160  -0.896  0.278

SMILES: [H]/N=C/[C@@H](N)C(C#N)(C#N)CC#N
Gap between HOMO and LUMO, hartree: 0.389
Spin multiplicity: 1

***

## x
Density functional theory data (ωB97M-V/def2-TZVPD) for C7H7N5 in the gas phase.

Each line ends with the Mulliken charge.
Element x y z (Å)
C  -1.130  1.967  -1.400  -0.385
C  -0.664  -2.133  0.104  -0.323
C  -1.289  1.087  -0.388  -0.257
C  0.392  -1.972  -0.810  0.223
C  0.679  2.010  -0.309  -0.170
C  0.072  -0.769  1.837  -0.251
C  0.320  0.511  1.498  -0.317
N  0.050  2.525  -1.338  -0.687
N  -0.807  -1.653  1.276  -0.524
N  2.644  -1.116  -0.632  -0.620
N  -0.022  1.114  0.272  0.198
N  1.554  -1.430  -0.634  0.586
H  -1.821  2.092  -2.236  0.377
H  -1.553  -2.626  -0.332  0.318
H  -2.146  0.683  0.166  0.379
H  0.555  -2.310  -1.861  0.367
H  1.674  1.931  -0.143  0.493
H  0.503  -1.093  2.808  0.285
H  0.990  1.183  2.122  0.310

Gap between HOMO and LUMO, hartree: 0.316
Spin multiplicity: 1

***

Result of the stability comparison: x is the least stable of them.

***

## w
Density functional theory data (ωB97M-V/def2-TZVPD) for 7 unconnected molecules or ions with the total composition C7H28O7.

Each line ends with the Mulliken charge.
Element x y z (Å)
C  0.445  0.254  0.771  -0.100
O  -0.452  -0.596  1.560  -0.413
H  1.486  -0.094  1.004  0.259
H  0.236  1.323  1.081  -0.057
H  0.374  0.223  -0.215  0.069
H  -0.973  -0.946  0.814  0.326
C  1.045  -2.619  -1.303  -0.113
O  1.854  -2.672  -2.411  -0.479
H  1.623  -2.740  -0.389  0.313
H  0.200  -3.203  -1.373  0.327
H  0.668  -1.529  -1.241  -0.306
H  2.389  -3.365  -2.229  0.258
C  -2.524  -1.725  -0.787  -0.884
O  -2.032  -2.555  0.230  -0.524
H  -2.177  -0.892  -0.871  0.482
H  -3.696  -1.412  -0.424  0.146
H  -2.254  -2.185  -1.788  0.362
H  -2.193  -3.361  -0.187  0.346
C  0.709  4.462  1.200  -0.438
O  1.596  5.699  1.095  -0.578
H  -0.192  4.778  0.608  0.173
H  0.621  3.950  2.224  0.264
H  1.546  3.903  0.707  0.262
H  1.607  6.074  0.154  0.314
C  0.778  -0.119  -4.145  -0.469
O  2.166  -0.465  -4.257  -0.530
H  0.449  0.779  -4.912  0.226
H  0.757  0.272  -3.096  0.101
H  0.202  -0.863  -4.371  0.287
H  2.215  -1.201  -3.747  0.364
C  -3.374  1.658  1.135  -0.642
O  -3.836  1.635  -0.226  -0.518
H  -3.895  2.548  1.486  0.407
H  -2.346  1.881  1.395  0.193
H  -3.734  0.781  1.574  0.253
H  -3.900  2.670  -0.513  0.317
C  2.235  -1.998  3.599  -0.177
O  3.192  -1.220  4.271  -0.490
H  2.459  -3.007  3.464  0.285
H  1.948  -1.508  2.420  -0.149
H  1.232  -1.970  4.028  0.210
H  3.545  -0.646  3.663  0.323

SMILES: CO.CO.CO.CO.CO.CO.CO
Gap between HOMO and LUMO, hartree: 0.382
Spin multiplicity: 1

***

## x
Density functional theory data (ωB97M-V/def2-TZVPD) for 8 unconnected molecules or ions with the total composition C7H28O7.

Each line ends with the Mulliken charge.
Element x y z (Å)
C  -0.220  -1.842  2.558  -0.918
C  0.280  -0.442  2.682  -0.366
C  -0.547  0.471  1.579  -0.168
C  -0.417  1.967  1.813  -0.648
C  0.971  2.593  1.712  -1.097
C  1.765  1.974  0.647  -0.204
C  1.364  1.878  -0.624  -0.425
H  0.560  -2.469  2.237  0.360
H  -0.511  -2.407  3.492  0.273
H  -0.815  -1.914  1.780  0.024
H  1.299  -0.133  2.424  0.354
H  0.021  -0.024  3.728  0.303
H  -1.591  0.073  1.656  0.300
H  -0.102  0.157  0.589  0.143
H  -1.119  2.448  1.040  0.130
H  -0.812  2.144  2.834  0.420
H  0.867  3.637  1.598  0.454
H  1.346  2.463  2.692  0.379
H  2.780  1.591  0.931  0.370
H  0.337  2.058  -0.925  0.306
H  1.885  1.452  -1.463  0.116
H  0.019  -2.736  -2.162  0.348
H  0.378  -1.510  -2.918  0.246
O  0.176  -1.737  -2.046  -0.583
H  -3.315  -1.841  -1.994  0.314
H  -1.695  -1.707  -1.840  0.340
O  -2.498  -1.575  -2.437  -0.639
H  -2.211  1.261  -0.311  0.242
H  -3.270  1.344  -1.355  0.289
O  -2.803  1.851  -0.704  -0.594
H  -0.187  1.125  -3.336  0.315
H  1.238  1.839  -3.221  0.334
O  0.565  1.519  -3.820  -0.621
H  2.641  -0.973  0.390  0.284
H  3.531  -1.962  0.999  0.338
O  3.176  -1.066  1.269  -0.601
H  -3.890  -0.452  0.362  0.278
H  -2.686  -1.538  0.777  0.297
O  -3.474  -1.311  0.234  -0.643
H  1.734  -2.311  -0.625  0.314
H  2.744  -1.635  -1.551  0.309
O  2.565  -2.376  -1.001  -0.674

SMILES: C=CCCCCC.O.O.O.O.O.O.O
Gap between HOMO and LUMO, hartree: 0.364
Spin multiplicity: 1

***

Result of the stability comparison: w is the least stable of them.

***

## w
Density functional theory data (ωB97M-V/def2-TZVPD) for a molecular structure, C39H40CaN11O2S3.

Each line ends with the Mulliken charge.
Element x y z (Å)
Ca  0.756  0.152  -0.727  1.779
S  2.372  2.869  -1.364  -0.517
C  2.019  2.090  -2.813  0.276
C  2.469  2.608  -4.053  -0.917
C  2.181  1.939  -5.211  -0.172
C  1.445  0.751  -5.148  -1.076
C  1.032  0.315  -3.904  -0.601
N  1.285  0.957  -2.775  0.035
H  3.046  3.521  -4.050  0.423
H  2.527  2.319  -6.165  0.375
H  1.198  0.193  -6.039  0.441
H  0.471  -0.605  -3.795  0.672
N  -2.197  -2.808  -3.417  0.005
C  -2.602  -1.996  -4.439  0.414
C  -3.147  -2.259  -5.686  -1.231
C  -3.473  -1.170  -6.473  -0.395
C  -3.233  0.132  -6.036  -1.074
C  -2.696  0.397  -4.792  -0.092
C  -2.396  -0.676  -3.960  -0.012
N  -1.907  -0.720  -2.681  -0.067
C  -1.779  -1.990  -2.387  0.234
C  -1.360  -2.556  -1.131  -0.002
C  -1.226  -3.905  -0.901  -0.257
S  -0.800  -4.200  0.731  -0.131
C  -0.839  -2.481  0.997  -0.870
N  -1.149  -1.776  -0.036  -0.088
H  -2.108  -3.808  -3.446  0.256
H  -3.310  -3.274  -6.023  0.401
H  -3.920  -1.333  -7.443  0.370
H  -3.469  0.956  -6.694  0.440
H  -2.495  1.409  -4.486  0.599
H  -1.327  -4.732  -1.576  0.292
H  -0.728  -2.099  1.987  0.894
O  2.588  -0.713  -0.254  -0.904
C  2.179  -1.797  -0.714  1.084
O  1.225  -1.880  -1.517  -0.563
C  2.846  -3.060  -0.257  -0.408
C  3.604  -3.825  -1.122  -0.223
C  4.261  -4.963  -0.674  -0.701
C  4.127  -5.346  0.653  -0.524
C  3.338  -4.614  1.514  -0.842
C  2.695  -3.449  1.083  0.568
S  1.719  -2.552  2.171  -0.214
H  3.693  -3.512  -2.157  0.446
H  4.882  -5.531  -1.354  0.360
H  4.648  -6.224  1.017  0.366
H  3.207  -4.918  2.543  0.342
C  2.590  0.979  2.466  -1.816
C  1.134  0.782  2.622  0.191
N  0.291  0.498  1.667  1.746
C  -0.950  0.447  2.224  -1.215
C  -0.859  0.712  3.553  -1.329
N  0.473  0.935  3.808  0.515
C  0.999  1.375  5.065  -0.961
N  0.758  0.449  6.135  0.766
N  0.153  0.857  7.268  -0.793
N  0.114  -0.088  8.117  -0.563
C  0.697  -1.194  7.574  0.060
C  0.908  -2.477  8.078  -0.732
C  1.504  -3.387  7.237  -0.542
C  1.894  -3.052  5.934  -0.554
C  1.720  -1.786  5.421  -0.254
C  1.117  -0.862  6.262  1.112
H  2.861  0.691  1.452  0.025
H  3.141  0.354  3.166  0.431
H  2.859  2.022  2.634  0.404
H  -1.811  0.225  1.626  0.625
H  -1.584  0.738  4.340  0.595
H  0.514  2.313  5.374  0.329
H  2.077  1.542  4.949  0.444
H  0.601  -2.732  9.079  0.407
H  1.663  -4.399  7.580  0.379
H  2.340  -3.802  5.300  0.414
H  1.996  -1.560  4.404  0.166
C  -3.156  5.309  0.212  -1.016
C  -2.016  5.225  -0.808  -0.772
N  -1.771  3.870  -1.246  0.512
C  -2.338  3.461  -2.511  -0.702
C  -3.792  2.983  -2.433  -1.033
C  -1.026  2.986  -0.509  1.018
C  -0.185  3.561  0.593  -1.432
N  -0.989  1.731  -0.701  0.370
H  -3.300  6.338  0.530  0.401
H  -2.936  4.700  1.085  0.253
H  -4.083  4.947  -0.222  0.262
H  -1.109  5.646  -0.369  0.398
H  -2.260  5.827  -1.688  0.372
H  -1.710  2.661  -2.914  0.166
H  -2.265  4.309  -3.200  0.340
H  -3.884  2.138  -1.754  0.158
H  -4.132  2.672  -3.419  0.490
H  -4.446  3.782  -2.089  0.372
H  0.537  4.260  0.170  0.414
H  0.370  2.743  1.037  -0.429
H  -0.782  4.063  1.352  0.427
H  -1.577  1.373  -1.446  -0.610

Net charge: -1
Gap between HOMO and LUMO, hartree: 0.217
Spin multiplicity: 1

***

## x
Density functional theory data (ωB97M-V/def2-TZVPD) for a molecular structure, C39H40CaN11O2S3.

Each line ends with the Mulliken charge.
Element x y z (Å)
Ca  -0.864  -0.522  0.726  2.541
S  -2.752  -1.609  2.735  -0.415
C  -3.673  -1.845  1.291  0.410
C  -5.005  -2.327  1.298  -0.919
C  -5.673  -2.516  0.114  -0.136
C  -5.036  -2.226  -1.097  -0.994
C  -3.744  -1.751  -1.032  -0.538
N  -3.080  -1.565  0.111  0.316
H  -5.469  -2.541  2.251  0.431
H  -6.691  -2.888  0.120  0.350
H  -5.528  -2.361  -2.050  0.414
H  -3.195  -1.504  -1.936  0.514
N  2.936  -1.299  2.782  -0.077
C  2.769  -2.644  2.474  0.727
C  3.669  -3.696  2.368  -1.051
C  3.140  -4.946  2.095  -0.679
C  1.758  -5.140  1.951  -0.537
C  0.868  -4.085  2.042  -0.738
C  1.394  -2.820  2.275  0.276
N  0.748  -1.600  2.381  -0.348
C  1.692  -0.741  2.646  -0.188
C  1.436  0.691  2.793  -0.321
C  2.268  1.627  3.313  -0.236
S  1.556  3.170  3.141  -0.225
C  0.199  2.461  2.378  -0.099
N  0.248  1.171  2.284  0.143
H  3.744  -0.770  2.466  0.433
H  4.734  -3.544  2.484  0.439
H  3.807  -5.793  1.994  0.377
H  1.383  -6.141  1.771  0.472
H  -0.202  -4.220  1.942  0.479
H  3.247  1.488  3.738  0.465
H  -0.615  3.060  2.003  0.228
O  0.586  2.832  -0.546  -0.453
C  0.926  1.729  -1.018  -0.046
O  0.238  0.662  -0.967  -0.660
C  2.222  1.642  -1.791  -0.284
C  2.314  2.386  -2.962  -0.472
C  3.444  2.336  -3.766  -0.639
C  4.507  1.531  -3.374  -0.629
C  4.429  0.800  -2.199  -0.779
C  3.291  0.834  -1.375  0.640
S  3.220  -0.096  0.102  -0.159
H  1.480  3.023  -3.235  0.353
H  3.497  2.923  -4.676  0.365
H  5.403  1.474  -3.983  0.333
H  5.259  0.179  -1.885  0.404
C  -2.276  2.407  -1.565  -1.748
C  -2.676  2.415  -0.133  0.784
N  -2.487  1.449  0.734  0.303
C  -3.070  1.857  1.916  -0.861
C  -3.617  3.088  1.761  -0.725
N  -3.368  3.441  0.447  0.342
C  -3.713  4.705  -0.147  -1.099
N  -3.116  5.799  0.578  0.741
N  -3.890  6.712  1.202  -0.821
N  -3.147  7.547  1.824  -0.564
C  -1.832  7.171  1.653  0.221
C  -0.646  7.725  2.147  -0.777
C  0.527  7.099  1.799  -0.605
C  0.541  5.950  0.975  -0.933
C  -0.613  5.392  0.478  -0.552
C  -1.799  6.037  0.843  1.314
H  -1.654  1.532  -1.735  0.015
H  -1.670  3.277  -1.820  0.409
H  -3.159  2.373  -2.209  0.566
H  -3.057  1.215  2.782  0.500
H  -4.136  3.746  2.436  0.461
H  -4.789  4.878  -0.121  0.285
H  -3.370  4.704  -1.181  0.507
H  -0.665  8.605  2.776  0.410
H  1.470  7.489  2.162  0.391
H  1.485  5.482  0.723  0.595
H  -0.563  4.499  -0.136  0.618
C  1.528  -6.250  -2.021  -0.742
C  0.720  -5.194  -2.771  -0.905
N  0.860  -3.846  -2.248  0.334
C  2.049  -3.092  -2.640  -1.095
C  3.199  -3.193  -1.646  -0.081
C  0.004  -3.332  -1.315  0.930
C  -1.136  -4.207  -0.859  -1.791
N  0.085  -2.152  -0.815  0.468
H  1.304  -7.247  -2.409  0.414
H  1.294  -6.225  -0.957  -0.004
H  2.598  -6.077  -2.127  0.287
H  -0.332  -5.471  -2.769  0.401
H  1.027  -5.174  -3.820  0.399
H  1.774  -2.045  -2.786  0.443
H  2.357  -3.466  -3.619  0.395
H  2.902  -2.841  -0.659  -0.370
H  4.021  -2.549  -1.962  0.265
H  3.566  -4.217  -1.561  0.305
H  -1.838  -4.392  -1.675  0.553
H  -1.664  -3.689  -0.064  0.024
H  -0.781  -5.171  -0.490  0.348
H  0.868  -1.593  -1.150  -0.842

Net charge: -1
Gap between HOMO and LUMO, hartree: 0.226
Spin multiplicity: 1

***

Result of the stability comparison: w is the least stable of them.